(1)
Here is a molecular structure, C29H21F2N4ORuSTe from the Open Molecules 2025 dataset. Energies are from wB97M-V/def2-TZVPD.

Computed properties:
highest occupied orbital energy = -10.454 eV
Kohn-Sham gap = 7.45 eV
total charge = +1
electronic energy = -64562.685 eV

Last column: Mulliken charge in e.
Element x y z (Å)
Ru 1.12 -0.69 0.62  -0.607
N 0.95 -4.37 -1.33  -0.049
C -0.27 -4.02 -1.87  0.085
C -1.10 -4.70 -2.75  -1.270
C -2.27 -4.06 -3.10  -0.454
C -2.60 -2.80 -2.58  -0.988
C -1.77 -2.14 -1.70  -0.225
C -0.57 -2.76 -1.34  0.240
N 0.47 -2.38 -0.49  0.325
C 1.34 -3.37 -0.52  0.297
C 2.59 -3.31 0.22  -0.350
C 3.60 -4.21 0.37  -0.144
S 4.82 -3.54 1.37  -0.118
C 3.91 -2.11 1.54  -0.215
N 2.78 -2.12 0.89  0.232
H 1.46 -5.23 -1.50  0.240
H -0.85 -5.67 -3.15  0.417
H -2.96 -4.54 -3.79  0.403
H -3.53 -2.34 -2.87  0.471
H -2.05 -1.17 -1.30  0.629
H 3.69 -5.20 -0.04  0.395
H 4.23 -1.27 2.13  0.433
F -4.09 0.64 0.90  -0.427
C -2.92 0.73 0.24  0.479
C -1.79 0.19 0.81  -0.825
C -0.58 0.27 0.13  0.784
C -0.54 0.93 -1.12  1.432
C -1.71 1.45 -1.64  1.483
F -1.71 2.06 -2.84  -0.412
C -2.93 1.36 -0.99  -1.102
C 0.78 0.96 -1.74  -0.894
C 1.15 1.63 -2.90  -1.240
C 2.47 1.60 -3.32  -0.479
C 3.41 0.89 -2.59  -1.046
C 2.98 0.23 -1.45  -0.262
N 1.71 0.25 -1.05  0.831
H -1.88 -0.32 1.76  0.527
H -3.83 1.77 -1.42  0.415
H 0.42 2.19 -3.45  0.562
H 2.76 2.13 -4.22  0.472
H 4.45 0.85 -2.88  0.456
H 3.67 -0.33 -0.83  0.364
C 0.47 0.73 3.15  -1.251
C 1.35 1.14 2.00  0.815
O 2.42 0.50 1.76  -0.646
H 0.91 1.11 4.08  0.298
H 0.43 -0.36 3.23  0.451
H -0.53 1.13 3.06  0.357
Te 1.29 3.14 1.26  0.241
C -0.52 3.69 2.15  -0.415
C -1.69 3.69 1.40  -0.171
C -2.90 4.03 2.00  -0.553
C -2.94 4.38 3.34  -0.508
C -1.77 4.40 4.09  -0.481
C -0.56 4.06 3.49  -0.227
H -1.66 3.42 0.35  0.550
H -3.81 4.03 1.41  0.436
H -3.88 4.64 3.80  0.398
H -1.79 4.68 5.13  0.406
H 0.36 4.09 4.07  0.433


(2)
Here is a molecular structure, C29H21HgIN4O4P from the Open Molecules 2025 dataset. Energies are from wB97M-V/def2-TZVPD.

Computed properties:
⟨S²⟩ = 0.7553
highest occupied orbital energy (spin up / spin down) = -0.573 / -3.005 eV
multiplicity = 2
Kohn-Sham gap (spin up / spin down) = 4.51 / 6.93 eV
total charge = -2
electronic energy = -66127.238 eV

Last column: Mulliken charge in e.
Element x y z (Å)
Hg 0.89 0.06 0.54  1.538
O 1.24 -2.85 4.22  -0.822
C 1.32 -2.09 3.24  -0.035
O 0.72 -1.01 3.03  -0.552
C 2.21 -2.61 2.08  0.482
C 2.75 -3.88 2.13  -0.602
C 3.52 -4.32 1.06  -0.273
C 3.76 -3.46 0.00  -0.473
C 3.19 -2.19 0.03  0.181
N 2.43 -1.80 1.05  -0.154
C 3.43 -1.19 -1.13  0.194
O 4.25 -1.56 -1.98  -0.788
O 2.83 -0.10 -1.04  -0.624
H 2.55 -4.49 2.99  0.504
H 3.95 -5.32 1.06  0.384
H 4.36 -3.72 -0.86  0.499
C -2.77 -5.21 -3.77  -0.382
C -1.71 -4.43 -4.23  -0.568
C -1.18 -3.44 -3.42  -0.452
C -1.70 -3.19 -2.15  -0.051
C -2.76 -3.99 -1.70  0.051
C -3.29 -4.99 -2.51  -0.702
P -0.88 -1.84 -1.17  -0.122
C -1.58 -2.23 0.47  0.679
C -2.54 -1.46 1.12  -0.243
C -2.94 -1.78 2.41  -0.696
C -2.39 -2.87 3.06  -0.482
C -1.44 -3.65 2.42  -0.728
C -1.03 -3.33 1.14  -0.353
C -1.88 -0.42 -1.76  0.453
C -3.15 -0.49 -2.22  0.322
C -3.79 0.59 -2.94  -0.740
C -3.11 1.64 -3.45  -0.350
C -1.69 1.83 -3.13  -0.606
C -1.26 0.87 -1.93  -0.351
H -3.18 -6.00 -4.40  0.347
H -1.29 -4.61 -5.21  0.369
H -0.34 -2.85 -3.77  0.395
H -3.17 -3.82 -0.71  0.379
H -4.10 -5.60 -2.14  0.375
H -2.95 -0.59 0.62  0.301
H -3.66 -1.15 2.91  0.327
H -2.66 -3.09 4.08  0.335
H -0.96 -4.47 2.94  0.321
H -0.25 -3.91 0.66  0.420
H -3.70 -1.42 -2.12  0.383
H -4.84 0.46 -3.19  0.328
H -3.60 2.28 -4.18  0.360
H -1.00 2.04 -3.95  0.447
N -1.16 3.25 -0.97  -0.512
C -1.32 2.16 -1.74  -0.365
H -0.87 4.07 -1.47  0.223
I 2.79 4.09 5.01  -0.042
C 1.81 3.36 3.34  -0.616
C 1.04 4.09 2.44  -0.373
N 0.57 3.27 1.50  -0.801
N 1.02 2.03 1.77  0.228
C 1.77 2.05 2.88  -0.202
H 0.80 5.14 2.44  0.403
H -0.66 3.14 -0.06  0.502
H 2.19 1.15 3.28  0.330


(3)
Here is a molecular structure, C29H21N2O9S2 from the Open Molecules 2025 dataset. Energies are from wB97M-V/def2-TZVPD.

Computed properties:
highest occupied orbital energy = -5.884 eV
Kohn-Sham gap = 5.96 eV
total charge = -1
electronic energy = -73495.305 eV

Last column: Mulliken charge in e.
Element x y z (Å)
N 8.71 0.84 -6.84  -0.658
C 7.91 1.56 -5.89  -0.609
S 6.91 2.92 -6.59  1.204
O 7.03 2.79 -8.04  -0.718
O 7.42 4.14 -6.01  -0.755
N 5.41 2.71 -6.08  -0.464
S 4.63 1.52 -6.77  1.010
O 5.43 0.33 -6.97  -0.674
O 3.35 1.37 -6.13  -0.546
O 4.26 2.04 -8.25  -0.494
H 8.11 0.26 -7.42  0.316
H 9.22 1.48 -7.43  0.259
H 8.54 2.05 -5.14  0.385
H 7.24 0.88 -5.38  0.360
H 5.03 1.86 -8.81  0.359
C 1.00 2.04 -4.39  -0.513
C 0.32 2.90 -3.53  -0.631
C -0.14 2.45 -2.31  -0.463
C 0.07 1.13 -1.93  0.178
C 0.74 0.26 -2.80  0.257
C 1.21 0.72 -4.03  -0.701
C 0.94 -1.17 -2.44  0.537
O 1.51 -1.94 -3.18  -0.659
C 0.41 -1.64 -1.13  0.402
C 0.55 -2.98 -0.78  -0.641
C 0.07 -3.43 0.44  -0.490
C -0.55 -2.55 1.32  -0.565
C -0.70 -1.22 0.98  -0.472
C -0.22 -0.76 -0.25  0.094
C -0.42 0.68 -0.61  0.502
O -0.96 1.44 0.17  -0.668
H 1.37 2.40 -5.34  0.502
H 0.15 3.93 -3.82  0.388
H -0.66 3.11 -1.63  0.456
H 1.75 0.06 -4.68  0.587
H 1.04 -3.65 -1.48  0.486
H 0.17 -4.48 0.70  0.382
H -0.93 -2.91 2.27  0.455
H -1.17 -0.53 1.65  0.591
C -5.77 -3.06 8.45  -0.455
C -5.98 -3.85 7.33  -0.483
C -5.57 -3.41 6.08  -0.541
C -4.96 -2.17 5.95  0.211
C -4.77 -1.37 7.07  0.171
C -5.17 -1.82 8.33  -0.580
C -4.14 -0.02 6.96  0.598
O -3.96 0.67 7.94  -0.667
C -3.75 0.45 5.60  0.253
C -3.20 1.71 5.46  -0.600
C -2.82 2.16 4.21  -0.648
C -2.98 1.35 3.09  -0.350
C -3.53 0.09 3.22  -0.834
C -3.92 -0.37 4.48  0.324
C -4.52 -1.72 4.60  0.595
O -4.65 -2.44 3.63  -0.665
H -6.08 -3.41 9.43  0.397
H -6.46 -4.82 7.43  0.395
H -5.72 -4.02 5.20  0.475
H -5.00 -1.19 9.19  0.471
H -3.07 2.33 6.33  0.473
H -2.39 3.15 4.10  0.424
H -2.66 1.70 2.11  0.442
H -3.66 -0.55 2.36  0.600


(4)
Here is a molecular structure, C29H22BBrF4N8O11Y from the Open Molecules 2025 dataset. Energies are from wB97M-V/def2-TZVPD.

Computed properties:
highest occupied orbital energy = -5.596 eV
Kohn-Sham gap = 6.51 eV
total charge = -1
electronic energy = -147514.541 eV

Last column: Mulliken charge in e.
Element x y z (Å)
Y -0.12 -0.57 0.05  0.738
Br -5.26 -3.57 7.53  -0.209
C -3.41 -3.16 7.52  0.077
C -2.53 -3.99 8.21  -0.505
C -1.18 -3.68 8.20  -0.299
C -0.72 -2.58 7.49  -0.056
C -1.61 -1.75 6.84  0.245
C -2.97 -2.04 6.85  -0.430
N 0.69 -2.27 7.61  -0.694
N 1.39 -2.03 6.62  -0.300
C 0.92 -2.16 5.28  -0.160
C 0.14 -3.21 4.83  -0.340
C -0.26 -3.31 3.50  -0.671
C 0.08 -2.34 2.56  0.808
O -0.28 -2.38 1.32  -0.845
C 0.92 -1.27 3.02  0.280
N 1.26 -0.33 2.09  0.399
C 2.08 0.64 2.42  -0.590
C 2.62 0.76 3.71  -1.028
C 2.25 -0.13 4.68  -0.666
C 1.38 -1.19 4.35  0.715
H -2.90 -4.85 8.74  0.410
H -0.47 -4.30 8.74  0.402
H -1.26 -0.88 6.29  0.381
H -3.66 -1.41 6.31  0.357
H -0.17 -3.98 5.53  0.432
H -0.87 -4.15 3.18  0.514
H 2.34 1.36 1.65  0.588
H 3.31 1.57 3.93  0.395
H 2.63 -0.06 5.69  0.507
C 1.61 -2.20 -4.48  -1.069
C 1.10 -3.49 -3.86  -1.344
C 1.52 -3.68 -2.39  2.706
C 0.90 -4.97 -1.82  -1.311
C 1.24 -5.20 -0.35  -1.030
C 3.03 -3.81 -2.34  -0.095
O 3.63 -4.68 -2.94  -0.663
N 3.70 -2.89 -1.58  0.088
C 3.15 -1.83 -0.84  0.092
O 3.89 -1.09 -0.24  -0.734
N 1.79 -1.68 -0.90  -0.385
C 1.01 -2.51 -1.59  1.113
O -0.23 -2.29 -1.57  -0.945
H 1.30 -2.13 -5.52  0.470
H 2.71 -2.16 -4.46  0.282
H 1.22 -1.33 -3.96  0.138
H 1.46 -4.36 -4.41  0.448
H 0.00 -3.51 -3.88  0.418
H 1.26 -5.80 -2.43  0.467
H -0.18 -4.89 -1.95  0.431
H 2.31 -5.28 -0.19  0.287
H 0.79 -6.13 0.01  0.515
H 0.85 -4.39 0.28  0.059
H 4.71 -2.96 -1.54  0.275
F -1.14 0.38 -3.64  -0.336
B -1.00 0.95 -2.41  0.441
F -1.80 0.23 -1.41  -0.384
F -1.33 2.28 -2.36  -0.358
F 0.34 0.74 -1.91  -0.393
O -6.84 3.67 1.34  -0.651
N -5.71 3.95 1.00  1.043
O -5.38 5.04 0.56  -0.632
C -4.68 2.94 1.16  -0.713
C -5.02 1.69 1.69  -0.472
C -4.05 0.76 1.85  -0.480
C -2.68 0.92 1.42  0.862
O -1.87 -0.04 1.46  -0.233
C -2.41 2.25 0.95  0.144
C -3.38 3.23 0.82  -0.436
N -1.05 2.67 0.67  1.069
O -0.82 3.85 0.55  -0.681
O -0.16 1.82 0.59  -0.573
N -4.42 -0.50 2.50  0.959
O -3.71 -0.89 3.41  -0.483
O -5.43 -1.06 2.12  -0.600
H -6.04 1.48 1.98  0.597
H -3.12 4.20 0.44  0.640


Question: What is the total charge in the first record?
Answer: +1